{
  "formula": "C34H57F3N2O2SiSn",
  "method": "wB97M-V/def2-TZVPD",
  "e_lumo_ha": 0.010,
  "total_charge": 0,
  "homo_lumo_gap_ev": 7.8884,
  "energy_ha": -2393.1189,
  "species": ["O", "O", "C", "C", "H", "H", "H", "H", "H", "C", "C", "H", "H", "H", "H", "H", "C", "C", "C", "H", "H", "H", "H", "H", "C", "H", "H", "H", "H", "H", "H", "N", "C", "C", "C", "C", "H", "H", "H", "C", "H", "H", "H", "N", "C", "C", "C", "C", "H", "C", "H", "C", "H", "C", "C", "C", "C", "C", "C", "H", "C", "H", "C", "H", "C", "C", "Sn", "H", "H", "H", "H", "H", "H", "H", "H", "H", "H", "H", "H", "H", "C", "Si", "H", "H", "C", "C", "C", "H", "H", "H", "H", "H", "H", "H", "H", "H", "F", "C", "F", "F"],
  "positions_angstrom": [[-2.19485, 4.05755, 1.23059], [-0.86063, 5.44449, -0.85482], [-3.28406, 3.15910, 1.45915], [-3.03641, 1.90879, 2.28847], [-3.65536, 2.87520, 0.46284], [-4.06347, 3.77586, 1.93071], [-2.35865, 1.20699, 1.79046], [-3.99008, 1.39004, 2.41495], [-2.66403, 2.13611, 3.29259], [-0.88860, 3.74314, 1.73033], [-0.30448, 4.90956, 2.48508], [-0.27116, 3.50676, 0.85093], [-0.92056, 2.84790, 2.36965], [0.02016, 5.69423, 1.79361], [0.56693, 4.56246, 3.04962], [-1.02682, 5.32272, 3.19733], [0.19515, 5.92640, -1.70180], [-1.99787, 6.32012, -0.72712], [1.53054, 5.78829, -1.00869], [0.00829, 6.97840, -1.97720], [0.18795, 5.32765, -2.62675], [1.53651, 6.31553, -0.04823], [2.30897, 6.22890, -1.63918], [1.78811, 4.73616, -0.84283], [-1.69321, 7.54484, 0.09626], [-2.77058, 5.71868, -0.23789], [-2.35490, 6.58423, -1.73728], [-1.35605, 7.25801, 1.09550], [-2.60612, 8.13244, 0.19709], [-0.93950, 8.17215, -0.38326], [-1.33317, 3.64077, -1.00010], [0.77577, -1.25069, 0.89534], [1.51086, -2.31488, 0.54826], [2.14235, -2.45788, -0.68938], [2.44821, -1.46993, -1.63328], [1.69051, -3.40721, 1.56945], [0.72521, -3.74901, 1.97131], [2.32242, -3.07332, 2.40725], [2.18731, -4.25601, 1.08945], [3.59695, -1.70121, -2.57748], [4.34943, -0.90085, -2.52049], [3.25872, -1.78452, -3.61989], [4.08520, -2.64066, -2.30082], [1.76000, -0.33685, -1.76352], [0.44920, -0.98883, 2.26528], [-0.80266, -1.37835, 2.77584], [-1.72820, -2.23444, 1.96894], [-1.15419, -0.99260, 4.06948], [-2.13376, -1.28630, 4.45133], [-0.27420, -0.23887, 4.84790], [-0.56274, 0.05808, 5.85733], [0.98121, 0.10936, 4.35047], [1.68301, 0.69408, 4.94891], [1.36824, -0.28119, 3.07097], [2.72107, 0.04809, 2.51719], [2.11304, 0.71084, -2.67278], [1.53932, 0.73359, -3.96361], [0.77427, -0.45035, -4.46487], [1.66142, 1.88431, -4.73816], [1.19559, 1.89934, -5.72715], [2.36634, 2.98715, -4.25903], [2.44433, 3.88831, -4.86985], [2.97545, 2.94208, -3.00557], [3.54667, 3.79763, -2.62982], [2.85715, 1.81617, -2.19754], [3.44763, 1.79856, -0.81978], [-0.21631, -0.07878, -0.76637], [-2.76413, -1.87773, 2.06806], [-1.70875, -3.27601, 2.32727], [-1.48039, -2.24012, 0.90078], [2.65472, 0.58141, 1.55705], [3.32459, -0.85711, 2.34521], [3.27022, 0.68692, 3.21950], [0.23923, -0.18090, -5.38419], [0.02658, -0.80498, -3.74269], [1.43071, -1.30043, -4.70546], [3.88551, 0.82328, -0.56775], [2.69291, 2.04968, -0.05709], [4.24349, 2.55258, -0.74405], [2.60143, -3.42893, -0.86648], [-1.38111, 2.76147, -1.71972], [-2.45866, 3.14834, -3.24044], [-0.34770, 2.53014, -2.01677], [-1.82638, 1.91432, -1.16527], [-4.14438, 3.66133, -2.58587], [-2.56010, 1.65034, -4.35887], [-1.69362, 4.55016, -4.24024], [-2.24206, 4.65948, -5.18764], [-0.63634, 4.36238, -4.48161], [-1.76307, 5.50732, -3.70311], [-4.69569, 2.77981, -2.22532], [-4.74917, 4.14551, -3.36574], [-4.04184, 4.36624, -1.74875], [-2.68635, 0.71238, -3.79996], [-1.65777, 1.56005, -4.97950], [-3.42059, 1.76183, -5.03511], [-1.25496, -2.95969, -1.48449], [-1.69412, -1.65488, -1.63426], [-1.96893, -1.52788, -2.98241], [-2.93091, -1.61053, -1.01322]],
  "forces_ev_per_a": [[0.362, -0.241, 0.637], [0.186, 1.211, 0.045], [-0.167, 0.305, -0.208], [-0.063, -0.008, -0.020], [0.004, -0.077, 0.192], [0.024, -0.259, -0.024], [0.052, 0.139, 0.128], [-0.014, 0.068, -0.060], [0.018, -0.062, -0.156], [-0.409, -0.558, -0.421], [0.180, 0.171, 0.104], [0.057, -0.037, 0.261], [0.055, 0.319, -0.201], [-0.124, -0.100, 0.193], [0.002, 0.109, -0.051], [0.080, -0.054, -0.118], [-0.543, -0.092, 0.013], [0.293, -0.570, -0.427], [0.189, 0.080, 0.090], [0.067, -0.295, 0.044], [0.046, 0.212, 0.238], [-0.032, -0.105, -0.129], [0.008, -0.064, 0.036], [-0.117, 0.135, 0.041], [-0.075, 0.111, 0.063], [0.240, 0.090, -0.131], [0.044, 0.069, 0.215], [-0.020, 0.067, -0.141], [0.001, 0.117, 0.044], [0.022, 0.023, 0.108], [-0.198, -1.268, -1.116], [0.426, -0.556, -0.729], [-0.770, 0.725, 0.644], [0.438, -0.613, -0.085], [-0.520, 0.888, -0.608], [0.266, -0.430, -0.075], [0.282, 0.242, -0.086], [-0.266, -0.035, -0.224], [-0.074, 0.085, 0.210], [0.392, -0.534, 0.045], [-0.341, -0.117, 0.002], [0.046, 0.163, 0.302], [0.016, 0.182, -0.169], [-0.132, -0.825, 0.179], [-0.259, -0.123, 0.251], [0.478, 0.208, -0.058], [-0.509, -0.066, -0.218], [0.298, 0.228, 0.124], [0.276, 0.105, -0.007], [-0.181, -0.140, 0.014], [0.072, -0.034, -0.287], [-0.005, -0.129, -0.071], [-0.241, -0.193, -0.072], [-0.515, -0.120, -0.434], [0.389, 0.309, -0.023], [-0.026, 0.620, -0.183], [0.214, 0.001, 0.659], [-0.345, -0.197, -0.317], [0.211, 0.113, 0.050], [0.155, 0.084, 0.306], [0.015, 0.046, -0.071], [-0.002, -0.248, 0.165], [0.027, 0.082, -0.199], [-0.232, -0.271, -0.201], [-0.509, -0.523, -0.226], [0.312, 0.184, 0.278], [0.425, 0.611, 1.227], [0.253, -0.143, -0.045], [0.016, 0.258, -0.135], [-0.060, -0.107, 0.432], [-0.045, -0.256, 0.295], [-0.173, 0.227, 0.010], [-0.061, -0.149, -0.141], [0.090, -0.131, 0.198], [0.245, 0.067, -0.228], [-0.166, 0.215, 0.122], [-0.188, 0.225, -0.011], [0.142, -0.164, -0.214], [-0.198, -0.178, 0.000], [0.080, 0.320, 0.131], [-0.689, 0.900, 0.274], [0.727, 0.123, 0.815], [-0.189, -0.132, 0.085], [0.243, 0.484, -0.415], [-0.207, -0.028, -0.146], [-0.233, -0.145, -0.146], [-0.191, 0.168, -0.148], [0.142, 0.026, 0.145], [-0.278, -0.007, 0.070], [0.035, -0.243, -0.184], [0.089, 0.227, -0.058], [0.054, -0.126, 0.177], [0.013, -0.170, -0.203], [-0.001, 0.233, -0.147], [-0.145, 0.019, 0.152], [0.194, -0.115, 0.064], [-0.425, 0.437, -0.099], [0.083, -1.042, -0.325], [0.016, -0.032, 0.722], [0.845, 0.088, -0.410]]
}